108
Properties=species:S:1:pos:R:3:lowdin_charge:R:1 method="wB97M-V/def2-TZVPD" total_charge=-2 total_energy_ev=-92227.59164
Y 1.2905 -1.0503 -0.6047 1.625
O 1.0650 -3.3333 -0.5524 -0.153
C 1.7761 -4.3094 -0.1619 -0.347
C 1.1729 -5.4476 0.4535 -0.012
C 1.9121 -6.5010 0.9049 -0.105
C 3.3070 -6.5191 0.7641 -0.135
C 3.9247 -5.4800 0.1204 -0.079
C 3.2004 -4.3811 -0.3660 -0.148
C 3.8946 -3.3623 -1.0741 -0.111
N 3.3934 -2.2623 -1.5102 -0.039
C 4.2952 -1.3738 -2.2022 -0.234
C 4.8864 -0.3918 -1.1817 -0.253
N 3.8233 0.3048 -0.5021 -0.032
C 4.1446 1.3939 0.1214 -0.139
C 3.2957 2.1659 0.9532 -0.156
C 3.8770 3.2780 1.6624 -0.091
C 3.2284 4.2238 2.3787 -0.071
C 1.1909 3.3200 3.7046 -0.137
C 0.6117 1.9847 3.4176 -0.126
C 1.9270 1.7220 0.9433 -0.311
O 1.4124 1.2507 -0.1084 -0.117
H 0.0988 -5.4254 0.5669 0.105
H 1.4227 -7.3450 1.3773 0.093
H 3.8814 -7.3456 1.1613 0.080
H 5.0010 -5.4902 -0.0206 0.098
H 4.9570 -3.5844 -1.2934 0.125
H 3.7280 -0.8215 -2.9588 0.101
H 5.1241 -1.9275 -2.6806 0.107
H 5.5801 0.3000 -1.6894 0.109
H 5.4816 -0.9755 -0.4551 0.112
H 5.1970 1.7191 0.0960 0.119
H 4.9525 3.3777 1.5508 0.092
H 3.7399 5.0505 2.8532 0.086
H 1.7632 3.3766 4.6237 0.143
H 0.5101 1.3182 4.2697 0.139
N -1.7281 -1.1621 -0.9410 0.103
C -1.6843 -2.4475 -1.4495 -0.280
C -2.3285 -3.4716 -0.7569 -0.038
C -2.2560 -4.7760 -1.2021 -0.121
C -1.5744 -5.0707 -2.3695 -0.116
C -0.9607 -4.0532 -3.0805 -0.048
C -0.9855 -2.7391 -2.6367 -0.166
C -0.3055 -1.6655 -3.3988 -0.225
C -0.5607 -1.5948 -4.7673 -0.062
C -0.0067 -0.5916 -5.5378 -0.111
C 0.7982 0.3542 -4.9289 -0.112
C 1.0756 0.2638 -3.5728 -0.146
C 0.5578 -0.7499 -2.7465 -0.217
H -2.4529 -1.0090 -0.2525 0.053
H -1.6250 -0.3959 -1.5979 0.079
H -2.8469 -3.2265 0.1628 0.108
H -2.7234 -5.5652 -0.6284 0.093
H -1.5001 -6.0934 -2.7137 0.087
H -0.4196 -4.2889 -3.9863 0.110
H -1.2175 -2.3298 -5.2192 0.101
H -0.2182 -0.5370 -6.5991 0.088
H 1.2082 1.1693 -5.5121 0.092
H 1.7078 1.0335 -3.1376 0.090
O 1.0567 -3.1414 2.9810 0.047
C 0.4130 -2.1496 2.6660 -0.600
O 0.5449 -1.4634 1.6001 -0.246
C -0.6041 -1.5876 3.6552 -0.115
C -0.7170 -2.2000 4.8980 -0.029
C -1.5572 -1.6877 5.8654 -0.093
C -2.2758 -0.5290 5.6009 -0.093
C -2.1689 0.0858 4.3687 -0.113
C -1.3572 -0.4492 3.3710 -0.294
P -1.3159 0.3598 1.7198 1.197
C -0.3975 1.9236 2.2634 -0.347
C 1.0537 1.4141 2.1255 -0.165
C 1.7874 4.0186 2.5045 -0.213
C 0.5895 4.6129 3.2030 -0.164
C -0.6280 4.4202 2.3981 -0.050
C -0.9672 3.2267 1.8890 -0.055
C -3.1345 0.6600 1.4847 -0.355
C -4.0661 -0.2619 1.9743 -0.122
C -5.3551 -0.3274 1.4782 -0.108
C -5.7623 0.5298 0.4713 -0.109
C -4.8509 1.4362 -0.0443 -0.080
C -3.5541 1.4786 0.4301 -0.111
H -0.1235 -3.0862 5.0709 0.110
H -1.6448 -2.1749 6.8280 0.092
H -2.9226 -0.1092 6.3602 0.094
H -2.7255 0.9902 4.1595 0.114
H 1.0438 0.3246 2.1554 0.096
H 1.4471 3.5941 1.5611 0.130
H 0.6681 5.4953 3.8271 0.127
H -1.2143 5.2952 2.1470 0.103
H -1.8327 3.1893 1.2446 0.075
H -3.7719 -0.9564 2.7482 0.092
H -6.0389 -1.0720 1.8669 0.093
H -6.7672 0.4702 0.0762 0.090
H -5.1433 2.0917 -0.8512 0.106
H -2.8551 2.1332 -0.0672 0.062
Cl -1.9081 8.0567 -4.0476 0.506
C -1.8477 6.3887 -3.5120 -0.744
C -2.1966 5.3697 -4.3932 -0.180
C -2.1115 4.0660 -3.9911 -0.098
C -1.6532 3.6955 -2.6834 -0.374
C -1.5052 2.3936 -2.2988 -0.075
C -1.3627 4.7931 -1.8065 -0.088
C -1.4398 6.0945 -2.2135 -0.172
H -2.5264 5.6218 -5.3940 0.082
H -2.3517 3.2731 -4.6876 0.087
H -1.7088 1.5884 -2.9858 0.019
H -1.0337 2.1283 -1.3677 0.011
H -1.0448 4.5627 -0.7995 0.077
H -1.1829 6.9013 -1.5387 0.084

=====

104
Properties=species:S:1:pos:R:3:lowdin_spin:R:1 method="wB97M-V/def2-TZVPD" multiplicity=4 total_charge=+2 total_energy_ev=-100627.46350
C 0.9621 -3.7233 1.2358 0.001
C 0.5210 -3.9386 2.5463 0.000
C -0.4840 -3.1325 3.0852 0.001
C -1.0318 -2.0980 2.3159 0.000
Si -2.2990 -0.9877 3.0790 0.013
C -3.3176 -0.2614 1.7098 0.001
C -4.5322 -0.8609 1.3538 0.001
C -5.2650 -0.3639 0.2716 0.000
C -4.7961 0.7435 -0.4442 0.000
C -3.5885 1.3525 -0.0832 0.000
C -2.8416 0.8405 0.9844 0.002
C -3.3507 -1.9800 4.2368 0.002
C -3.9664 -3.1487 3.7608 0.001
C -4.7851 -3.9056 4.6061 0.000
C -4.9778 -3.5004 5.9325 0.000
C -4.3512 -2.3448 6.4130 0.000
C -3.5395 -1.5810 5.5659 0.000
C -1.5277 0.4171 4.0585 0.041
C -2.5686 1.4946 4.4319 0.001
C -1.9008 2.8549 4.1783 0.000
C -0.5215 2.5767 3.5622 0.025
N -0.4459 1.1348 3.3762 0.287
C 0.7396 0.5513 3.0751 0.054
C 1.7922 1.1811 2.4684 0.262
C 3.0608 0.5190 2.2463 0.039
C 4.2618 1.2600 2.3070 0.070
C 5.4888 0.6470 2.1128 -0.007
C 5.5590 -0.7312 1.8648 0.087
C 4.3785 -1.4851 1.8130 -0.006
C 3.1491 -0.8747 2.0181 0.069
C -0.6278 -1.9145 0.9879 0.001
C 0.3786 -2.7213 0.4524 0.000
H 1.7609 -4.3418 0.8201 0.000
H 0.9535 -4.7360 3.1516 0.000
H -0.8482 -3.3031 4.1011 0.000
H -4.9009 -1.7182 1.9182 0.000
H -6.2014 -0.8457 -0.0111 0.000
H -5.3696 1.1328 -1.2873 0.000
H -3.2155 2.2221 -0.6258 0.000
H -1.8820 1.2955 1.2449 0.001
H -3.8112 -3.4695 2.7271 0.000
H -5.2701 -4.8049 4.2239 0.000
H -5.6163 -4.0880 6.5945 0.000
H -4.4894 -2.0287 7.4482 0.000
H -3.0479 -0.6813 5.9397 0.000
H -1.1265 -0.0600 4.9702 0.018
H -3.4741 1.3867 3.8195 0.000
H -2.8656 1.3584 5.4777 0.000
H -2.5063 3.4725 3.5057 0.000
H -1.7858 3.3897 5.1265 0.000
H -0.3711 3.1104 2.6113 0.008
H 0.2754 2.9033 4.2509 0.010
H 0.8070 -0.5133 3.3268 0.001
H 1.7343 2.2580 2.2840 0.012
H 4.1907 2.3297 2.5204 0.002
H 6.4028 1.2383 2.1732 -0.002
H 6.5242 -1.2132 1.7217 0.004
H 4.4222 -2.5618 1.6366 -0.002
H 2.2239 -1.4570 2.0033 0.002
H -1.0994 -1.1424 0.3769 0.000
H 0.7026 -2.5653 -0.5780 0.001
O 0.9231 2.5127 -9.1214 0.027
C 0.2848 2.1510 -8.2159 0.014
Cr -0.6292 1.2259 -6.8219 0.855
C 1.0998 0.5537 -6.4373 -0.009
O 2.1724 0.1145 -6.3194 -0.005
C -0.6757 -0.2018 -8.0740 0.028
O -0.5214 -1.0216 -8.8921 0.047
C -2.6643 1.9841 -6.8494 0.042
C -1.8009 2.9992 -6.4206 0.003
C -0.8829 2.7489 -5.3876 0.023
C -0.9291 1.5384 -4.6516 0.030
C 0.0352 1.2427 -3.5921 0.138
C 0.9695 0.9395 -2.8538 0.031
C 2.1247 0.6242 -2.1176 0.289
C 2.6296 -0.7335 -2.2836 0.010
C 1.8632 -1.6628 -3.0530 0.076
C 2.3107 -2.9511 -3.3520 -0.010
C 3.5886 -3.3526 -2.9451 0.090
C 4.3610 -2.4713 -2.1796 -0.010
C 3.8657 -1.2232 -1.7907 0.076
C 2.8038 1.7664 -1.5094 0.011
C 2.0653 2.9729 -1.3375 0.065
C 2.6126 4.1214 -0.7619 -0.009
C 3.9451 4.1116 -0.3278 0.076
C 4.7110 2.9574 -0.5334 -0.007
C 4.1874 1.8550 -1.2102 0.070
C -1.7416 0.5017 -5.1686 0.030
C -2.6381 0.7321 -6.2190 0.004
H -3.3359 2.1520 -7.6932 0.003
H -1.8052 3.9737 -6.9123 -0.001
H -0.1074 3.4843 -5.1474 0.000
H 0.8932 -1.3497 -3.4446 0.004
H 1.6779 -3.6356 -3.9269 -0.002
H 3.9711 -4.3384 -3.2223 0.005
H 5.3717 -2.7565 -1.8876 -0.002
H 4.4414 -0.6390 -1.0797 0.004
H 1.0390 3.0095 -1.7060 0.003
H 2.0089 5.0297 -0.6643 -0.002
H 4.3783 4.9986 0.1467 0.004
H 5.7437 2.9292 -0.1828 -0.002
H 4.8905 1.0942 -1.5526 0.003
H -1.6456 -0.4969 -4.7297 0.001
H -3.2808 -0.0777 -6.5651 -0.001